# 1
Molecular formula: C3H11N3
Method: DFT, ωB97M-V/def2-TZVPD

The geometry in XYZ format:
```
17
Properties=species:S:1:pos:R:3:forces:R:3
H 1.7591 1.7258 0.4446 0.720 -0.394 1.010
N -1.1326 -0.1897 -0.0854 -0.338 1.812 -0.972
H -1.6173 1.9512 0.1888 0.300 0.510 -0.698
H 2.1953 -0.6680 -0.9965 -0.341 -1.101 0.082
N 1.7307 0.6916 0.4340 -0.739 1.509 -2.568
C -1.4798 -1.5814 0.2449 -1.136 0.181 1.080
C -1.8572 1.0072 0.6130 -0.905 -3.960 -0.163
H -0.8518 -2.2942 -0.3005 -0.183 0.337 -0.020
N 3.6795 0.7035 -0.9151 0.286 0.550 0.475
H 0.7911 0.4395 0.0085 -0.859 -0.730 1.621
C 2.5689 0.1866 -0.4800 -0.234 -0.323 -0.212
H -2.9960 0.7683 0.5214 1.958 0.718 0.644
H 4.0663 -0.0074 -1.5308 0.660 0.163 -0.232
H -1.4168 0.9035 1.5883 -0.708 0.524 0.869
H -1.4579 -0.1048 -1.0394 0.546 0.094 -0.490
H -1.4236 -1.8150 1.3237 0.259 0.362 -0.451
H -2.5580 -1.7165 -0.0194 0.715 -0.252 0.026
```
Forces are in eV/Å.

Multiplicity: 2
Relative energy (zero: lowest compared OMol25 entry of this formula, charge and spin) (kcal per mole): 51.5
Highest occupied orbital energy (spin up / spin down) (eV): -14.4 / -13.3
⟨S²⟩: 0.7805
Charge: +1



# 2
Molecular formula: C3H11N3O
Method: DFT, ωB97M-V/def2-TZVPD

The geometry in XYZ format:
```
18
Properties=species:S:1:pos:R:3:forces:R:3
H -0.2651 3.1320 0.1576 -0.688 -0.087 0.525
C 1.8567 -0.2875 0.3864 0.392 0.843 0.010
C -0.2431 1.0462 0.0325 -3.642 -1.849 0.227
H -2.1844 1.2650 0.7802 0.812 0.774 -0.544
H 0.0235 -0.9104 -0.5353 1.856 2.262 0.756
N -1.4021 0.6638 0.5315 2.362 -0.337 0.203
H 1.8072 -2.2251 -0.5757 0.920 0.489 2.412
C 1.9620 -1.7551 0.5048 -4.011 -2.214 -1.749
H 2.7915 0.1332 -0.1209 -1.340 -0.426 0.513
H 2.7817 -1.9773 1.0585 3.164 -1.157 0.718
H 1.1576 -2.2472 1.2182 0.885 1.299 -1.649
H -1.5458 -1.2939 -0.5037 -4.224 -0.491 -0.355
O -2.5472 -1.5706 -0.7337 0.330 3.830 1.841
N 0.0871 2.3189 -0.2940 2.348 1.410 -2.575
H 1.8731 0.0523 1.4472 -0.454 0.564 -0.756
H -3.1551 -0.7027 -0.3454 3.236 -3.825 -1.615
N 0.6249 -0.0197 -0.3794 -1.455 0.060 -0.162
H 0.4709 2.5755 -1.2598 -0.491 -1.146 2.201
```
Forces are in eV/Å.

Relative energy (zero: lowest compared OMol25 entry of this formula, charge and spin) (kcal per mole): 70.4
Highest occupied orbital energy (eV): -9.0



# 3
Molecular formula: C3H11N3O
Method: DFT, ωB97M-V/def2-TZVPD

The geometry in XYZ format:
```
18
Properties=species:S:1:pos:R:3:forces:R:3
H -0.9187 1.8471 -0.7119 0.016 -0.038 0.038
C -0.3967 0.2912 0.6514 -0.048 0.312 0.914
H -0.3093 -2.2128 -0.5363 0.003 0.014 0.051
H 2.1071 2.0765 -1.4123 0.064 -0.270 0.079
O 0.1739 1.0965 1.5362 -0.055 -0.414 -0.469
C -1.0652 -2.0562 0.2442 -0.003 0.068 -0.049
H 0.8495 0.1325 -0.1512 0.512 0.133 -0.386
H -0.1119 -1.2202 1.9085 -0.015 0.049 -0.054
C -1.3331 0.9008 -0.3686 0.230 -0.096 -0.126
N 2.4613 1.1806 -1.0788 -0.013 0.226 -0.239
H 3.0485 0.6599 -1.7229 -0.098 0.128 0.212
N -0.7186 -0.9668 1.1401 0.220 0.160 -0.176
H -1.4886 0.2514 -1.2298 -0.009 -0.012 0.028
H 1.2194 1.1760 1.0651 0.196 -0.116 -0.532
H -2.3008 1.0963 0.1016 0.075 -0.024 0.046
N 1.9652 0.5870 -0.0207 -1.083 -0.187 0.671
H -2.0241 -1.8659 -0.2386 0.014 -0.013 0.025
H -1.1582 -2.9740 0.8242 -0.008 0.080 -0.032
```
Forces are in eV/Å.

Relative energy (zero: lowest compared OMol25 entry of this formula, charge and spin) (kcal per mole): 107.6
Highest occupied orbital energy (eV): -7.9



# 4
Molecular formula: C3H11N3O
Method: DFT, ωB97M-V/def2-TZVPD

The geometry in XYZ format:
```
18
Properties=species:S:1:pos:R:3:forces:R:3
H 1.5671 1.7838 -0.3054 0.025 -0.165 0.214
H 2.2100 -0.3216 -1.5808 -0.112 -0.015 -0.064
N 1.5315 -0.0876 0.4173 -1.542 -0.876 1.204
H -1.1313 -0.4515 1.4458 0.745 -0.175 -0.428
H 0.4411 -0.3150 0.4862 3.342 0.410 -0.402
H -3.5052 -0.6699 0.7050 0.085 -0.071 0.084
H 1.4451 1.6380 1.3472 0.153 -0.052 -0.147
C -1.4731 0.0727 0.5478 -0.815 1.637 -0.903
H 3.3535 -0.7584 -0.3135 -0.061 -0.039 0.094
O -0.1678 1.5038 -0.9600 -1.253 -1.024 0.734
H -1.7564 1.0744 0.8877 0.098 0.010 -0.095
C 2.2991 -0.7838 -0.5902 -0.270 0.133 -0.072
H -3.0627 -0.1328 -0.9067 0.025 -0.019 -0.038
C -2.6923 -0.6483 -0.0207 0.399 0.113 -0.174
N 1.8777 1.2380 0.5196 -0.110 0.186 -0.003
N -0.4633 0.3414 -0.7368 -0.619 0.003 0.062
H 1.9573 -1.8147 -0.6440 0.012 -0.022 -0.038
H -2.4300 -1.6686 -0.2986 -0.102 -0.034 -0.028
```
Forces are in eV/Å.

Relative energy (zero: lowest compared OMol25 entry of this formula, charge and spin) (kcal per mole): 128.6
Highest occupied orbital energy (eV): -8.5